74
Properties=species:S:1:pos:R:3:mulliken_spin:R:1 method="wB97M-V/def2-TZVPD" s_squared=0.76 total_charge=+1 de_lowest_kj_mol=0.00 lumo_energy_ev="-3.301 / -4.201" orbital_gap_ev="7.7 / 6.8" spin_multiplicity=2
Ru 0.447 0.169 0.552 0.84
N -0.401 1.415 4.619 0.00
C -0.398 1.212 3.288 0.02
S 1.193 1.106 2.503 0.11
N -1.514 1.081 2.649 0.02
N -1.236 1.089 1.284 -0.01
C -1.777 2.034 0.595 0.05
C -2.850 2.926 1.078 -0.01
C -4.016 2.392 1.622 0.00
C -5.029 3.234 2.045 0.00
C -4.879 4.612 1.946 0.00
C -3.716 5.148 1.414 0.00
C -2.707 4.308 0.970 0.00
C -1.131 2.259 -0.708 -0.01
C -1.683 2.996 -1.739 -0.01
C -0.937 3.195 -2.891 0.02
C 0.334 2.654 -2.974 -0.01
C 0.817 1.908 -1.914 0.03
N 0.106 1.722 -0.800 -0.04
H 0.462 1.521 5.119 0.00
H -1.270 1.601 5.088 0.00
H -4.124 1.320 1.721 0.00
H -5.936 2.815 2.460 0.00
H -5.670 5.267 2.285 0.00
H -3.593 6.220 1.343 0.00
H -1.797 4.728 0.559 0.00
H -2.681 3.399 -1.633 0.00
H -1.348 3.764 -3.714 0.00
H 0.948 2.791 -3.852 0.00
H 1.788 1.433 -1.943 0.00
C 3.619 1.911 0.436 0.01
C 3.521 0.555 -0.181 -0.01
C 4.537 -0.149 -0.837 0.00
C 3.962 -1.331 -1.264 0.00
C 4.568 -2.475 -2.006 0.00
N 2.674 -1.309 -0.889 0.01
N 2.398 -0.170 -0.217 -0.02
B 1.556 -2.342 -0.993 -0.06
N 1.088 -2.718 0.424 0.02
N 0.644 -1.799 1.340 -0.01
C 0.365 -2.473 2.461 0.02
C -0.190 -1.859 3.695 0.00
C 0.641 -3.827 2.271 0.00
C 1.093 -3.944 0.975 0.01
C 1.521 -5.175 0.249 0.00
N 0.346 -1.703 -1.736 0.01
N -0.524 -0.970 -0.982 0.00
C -1.674 -0.901 -1.665 0.02
C -2.954 -0.341 -1.138 0.00
C -1.530 -1.577 -2.878 0.01
C -0.243 -2.086 -2.878 0.01
C 0.446 -2.929 -3.896 0.00
H 4.258 2.549 -0.174 0.00
H 4.061 1.856 1.431 0.00
H 2.646 2.388 0.527 0.00
H 5.554 0.170 -0.984 0.00
H 5.567 -2.206 -2.340 0.00
H 3.973 -2.748 -2.877 0.00
H 4.648 -3.357 -1.369 0.00
H 1.925 -3.312 -1.578 0.00
H 0.470 -1.086 4.077 0.00
H -0.298 -2.622 4.463 0.00
H -1.170 -1.419 3.508 0.00
H 0.521 -4.616 2.993 0.00
H 1.337 -6.042 0.880 0.00
H 2.584 -5.147 0.008 0.00
H 0.971 -5.303 -0.682 0.00
H -2.857 0.049 -0.133 0.00
H -3.687 -1.148 -1.102 0.00
H -3.355 0.433 -1.794 0.00
H -2.281 -1.710 -3.639 0.00
H -0.183 -3.036 -4.776 0.00
H 0.658 -3.923 -3.501 0.00
H 1.394 -2.484 -4.199 0.00

=====

70
Properties=species:S:1:pos:R:3:nbo_charge:R:1 method="wB97M-V/def2-TZVPD" s_squared=0.75 total_charge=-1 lumo_energy_ev="2.244 / 2.185" orbital_gap_ev="2.3 / 9.1" spin_multiplicity=2
C 0.416 0.635 0.729 0.62
O 1.005 0.025 1.624 -0.84
N -0.080 0.072 -0.312 -0.83
N 0.278 1.881 0.674 -0.82
H -0.282 -0.911 -0.194 0.39
H -0.661 0.646 -0.906 0.40
H 0.526 2.464 1.461 0.42
H -0.338 2.256 -0.034 0.37
C -1.359 -5.103 -1.550 0.75
O -0.211 -5.593 -1.495 -0.73
N -1.543 -3.864 -1.882 -0.85
N -2.452 -5.726 -1.251 -0.83
H -0.747 -3.245 -1.833 0.42
H -2.480 -3.585 -1.630 0.40
H -2.419 -6.713 -1.035 0.40
H -3.366 -5.314 -1.373 0.40
C -3.789 -2.324 -0.367 0.71
O -4.142 -2.772 -1.431 -0.71
N -3.601 -1.066 -0.076 -0.91
N -3.648 -3.077 0.672 -0.83
H -3.543 -0.751 0.882 0.32
H -3.119 -0.502 -0.761 0.42
H -3.218 -2.717 1.513 0.38
H -4.024 -4.013 0.617 0.39
C -2.455 4.988 -2.132 0.70
O -1.614 5.881 -2.181 -0.67
N -2.252 4.000 -1.298 -0.89
N -3.580 4.871 -2.781 -0.85
H -2.848 3.190 -1.206 0.36
H -1.656 4.174 -0.502 0.39
H -4.248 4.118 -2.705 0.38
H -3.883 5.455 -3.547 0.40
C 1.590 -3.487 2.706 0.75
O 1.947 -4.561 3.175 -0.70
N 0.799 -2.601 3.206 -0.86
N 2.090 -3.056 1.582 -0.84
H 0.555 -2.781 4.169 0.39
H 0.364 -1.844 2.699 0.41
H 1.715 -2.157 1.315 0.39
H 2.814 -3.575 1.107 0.41
C 2.620 2.179 3.931 0.72
O 2.293 2.796 2.966 -0.76
N 2.760 0.934 3.827 -0.80
N 2.757 2.615 5.095 -0.80
H 2.798 0.330 4.636 0.37
H 2.460 0.536 2.948 0.44
H 2.564 3.596 5.239 0.41
H 3.137 1.965 5.767 0.39
C 4.424 0.320 0.285 0.74
O 5.409 -0.058 -0.276 -0.71
N 4.092 1.575 0.510 -0.85
N 3.605 -0.518 0.748 -0.84
H 4.790 2.170 0.087 0.40
H 3.340 1.877 1.113 0.42
H 3.825 -1.501 0.676 0.40
H 2.692 -0.215 1.056 0.40
C -1.706 0.970 -3.382 0.74
O -2.173 0.598 -2.316 -0.72
N -2.222 1.925 -4.124 -0.83
N -0.655 0.565 -4.051 -0.84
H -2.885 2.619 -3.809 0.39
H -1.477 2.235 -4.731 0.37
H -0.170 -0.264 -3.738 0.41
H -0.620 0.761 -5.041 0.38
O 0.379 -1.870 -2.539 -0.95
H 1.264 -2.004 -2.201 0.49
H 0.424 -2.155 -3.452 0.47
O 3.045 5.145 1.480 -0.96
H 3.986 5.142 1.656 0.46
H 2.703 4.412 1.992 0.50

=====

38
Properties=species:S:1:pos:R:3:lowdin_charge:R:1 method="wB97M-V/def2-TZVPD" total_charge=+3 lumo_energy_ev=-9.994 orbital_gap_ev=6.9 spin_multiplicity=1
La 0.397 2.088 -0.397 1.96
N 1.104 -4.308 -0.837 0.25
C 1.269 -2.823 -0.538 -0.27
C 2.620 -2.359 -1.070 -0.09
C 2.918 -0.900 -0.712 -0.33
N 2.141 0.084 -1.551 -0.03
C 2.755 -0.671 0.793 -0.11
C 1.444 -1.171 1.402 -0.32
N 0.309 -0.219 1.137 -0.04
C 1.148 -2.611 0.968 -0.09
H 1.242 -4.521 -1.830 0.19
H 0.177 -4.658 -0.579 0.19
H 1.788 -4.866 -0.316 0.19
H 0.447 -2.343 -1.071 0.16
H 2.703 -2.509 -2.151 0.14
H 3.405 -2.968 -0.608 0.15
H 3.968 -0.740 -0.948 0.16
H 1.613 -0.408 -2.269 0.09
H 2.821 0.610 -2.096 0.10
H 2.898 0.388 1.028 0.12
H 3.580 -1.178 1.298 0.15
H 1.576 -1.213 2.481 0.16
H 0.056 0.208 2.028 0.10
H -0.546 -0.716 0.893 0.09
H 0.172 -2.930 1.344 0.14
H 1.895 -3.240 1.465 0.15
O -1.734 1.863 0.109 -0.47
N -2.731 2.796 0.140 -0.17
C -3.943 2.374 0.575 0.01
C -4.981 3.251 0.645 0.00
C -4.768 4.577 0.260 0.02
C -3.524 4.972 -0.181 -0.04
C -2.466 4.066 -0.249 -0.65
S -0.898 4.554 -0.824 0.56
H -4.003 1.332 0.848 0.15
H -5.943 2.903 0.994 0.14
H -5.577 5.294 0.307 0.14
H -3.332 5.990 -0.489 0.13

=====

27
Properties=species:S:1:pos:R:3:nbo_charge:R:1 method="wB97M-V/def2-TZVPD" total_charge=+1 de_lowest_kj_mol=604.99 lumo_energy_ev=-3.234 orbital_gap_ev=8.8 spin_multiplicity=1
B -2.806 0.964 -0.261 0.95
C 1.665 2.120 -0.086 -0.26
C 0.696 1.751 0.953 -0.26
C 1.889 1.234 -1.056 -0.17
C -0.056 0.690 0.835 -0.21
C -4.818 -0.223 0.195 -0.20
C -4.128 0.496 -0.782 -0.70
C 1.172 -0.164 -1.219 -0.27
C -0.033 -0.248 -0.307 0.06
C 2.278 -1.252 -0.772 -0.24
N 2.500 -0.871 0.679 -0.74
O -1.064 -0.284 -1.175 -0.71
H -2.575 1.711 0.586 -0.11
H 2.212 3.094 -0.198 0.25
H 0.601 2.540 1.742 0.24
H 2.542 1.414 -1.858 0.21
H -0.664 0.436 1.689 0.22
H -5.496 -0.974 -0.131 0.22
H -4.778 -0.034 1.214 0.20
H -4.362 0.169 -1.855 0.27
H 1.034 -0.234 -2.327 0.28
H 0.105 -1.229 0.217 0.10
H 3.203 -0.943 -1.400 0.25
H 1.896 -2.389 -0.863 0.26
H 1.968 -1.428 1.347 0.44
H 2.199 0.093 0.949 0.48
H 3.518 -1.123 1.051 0.45

=====

123
Properties=species:S:1:pos:R:3:mulliken_spin:R:1 method="wB97M-V/def2-TZVPD" s_squared=0.77 total_charge=-2 de_lowest_kj_mol=225.34 lumo_energy_ev="4.029 / 4.029" orbital_gap_ev="4.7 / 5.6" spin_multiplicity=2
Cu 0.310 -0.800 -0.630 -0.05
N 4.907 5.940 1.966 0.00
C 4.311 4.665 1.872 0.00
C 3.035 4.520 1.332 0.00
C 2.441 3.270 1.277 0.00
C 3.112 2.157 1.754 0.00
C 4.381 2.289 2.287 0.00
C 4.976 3.540 2.355 0.00
S 2.303 0.576 1.657 0.00
O 1.018 0.769 2.289 0.00
O 3.186 -0.391 2.267 0.00
N 2.038 0.365 0.090 0.01
C 3.081 0.412 -0.769 0.01
N 2.761 0.300 -2.083 -0.01
C 3.750 0.356 -2.950 0.00
C 5.080 0.524 -2.590 0.00
C 5.305 0.642 -1.230 0.00
N 4.345 0.595 -0.325 0.00
H 4.564 6.584 1.268 0.00
H 5.915 5.901 1.934 0.00
H 2.506 5.388 0.952 0.00
H 1.455 3.148 0.845 0.00
H 4.896 1.400 2.625 0.00
H 5.971 3.648 2.775 0.00
H 3.471 0.264 -3.998 0.00
H 5.877 0.550 -3.318 0.00
H 6.313 0.782 -0.846 0.00
C -1.980 1.889 4.176 0.00
C -1.937 3.132 3.284 0.00
C -2.850 4.192 3.893 0.00
C -0.493 3.645 3.299 0.00
Sb -2.198 2.409 1.191 0.00
C -2.336 4.291 -0.006 0.00
C -3.462 4.218 -1.032 0.00
C -2.493 5.591 0.774 0.00
C -1.002 4.338 -0.762 -0.01
C -4.258 1.566 1.226 0.00
C -5.281 2.348 2.043 0.00
C -4.801 1.343 -0.188 0.00
C -4.073 0.168 1.831 0.00
H -1.562 2.137 5.161 0.00
H -1.383 1.070 3.764 0.00
H -3.000 1.534 4.336 0.00
H -2.531 4.378 4.930 0.00
H -3.892 3.883 3.927 0.00
H -2.800 5.143 3.370 0.00
H -0.206 3.907 4.327 0.00
H -0.362 4.543 2.688 0.00
H 0.208 2.887 2.941 0.00
H -4.445 4.201 -0.558 0.00
H -3.366 3.345 -1.681 0.00
H -3.418 5.114 -1.668 0.00
H -3.476 5.670 1.244 0.00
H -2.391 6.437 0.079 0.00
H -1.733 5.714 1.546 0.00
H -0.726 3.373 -1.195 0.01
H -0.190 4.663 -0.103 0.00
H -1.068 5.063 -1.583 0.00
H -5.332 3.401 1.751 0.00
H -5.063 2.306 3.111 0.00
H -6.281 1.914 1.898 0.00
H -5.195 2.254 -0.635 0.00
H -5.633 0.628 -0.128 0.00
H -4.051 0.928 -0.866 0.00
H -3.650 0.183 2.836 0.00
H -3.421 -0.441 1.202 0.00
H -5.050 -0.333 1.887 0.00
C -3.071 -3.426 2.657 0.00
C -1.787 -2.704 3.067 0.00
C -1.317 -1.812 2.013 0.00
N -0.985 -1.110 1.170 0.00
H -3.394 -4.091 3.460 0.00
H -2.895 -4.023 1.763 0.00
H -3.872 -2.716 2.448 0.00
H -0.990 -3.421 3.265 0.00
H -1.934 -2.111 3.973 0.00
S -1.490 0.532 -1.807 0.02
C -1.039 0.380 -3.505 0.01
N 0.271 0.486 -4.040 0.17
C 0.365 0.139 -5.365 0.43
C -0.763 0.038 -6.173 -0.20
C -2.052 0.275 -5.713 0.50
C -2.271 0.551 -4.288 0.02
H 1.018 0.240 -3.392 -0.03
H 1.362 -0.020 -5.755 0.06
H -0.599 -0.208 -7.216 -0.01
H -2.891 0.228 -6.399 0.03
H -3.007 1.298 -3.996 0.00
C -1.967 -0.727 -3.338 0.06
Ge 0.845 -3.112 -1.065 0.01
C -0.001 -4.481 -2.245 0.00
C -1.227 -4.215 -2.858 -0.03
C -1.858 -5.177 -3.643 0.01
C -1.274 -6.422 -3.832 0.00
C -0.048 -6.698 -3.238 0.00
C 0.578 -5.734 -2.457 0.00
C 0.819 -4.112 0.686 0.00
C 0.029 -5.232 0.952 0.00
C 0.034 -5.853 2.199 0.00
C 0.846 -5.370 3.218 0.00
C 1.629 -4.243 2.982 0.00
C 1.599 -3.620 1.742 0.00
C 2.768 -3.451 -1.589 0.00
C 3.166 -2.943 -2.830 -0.02
C 4.454 -3.114 -3.318 0.00
C 5.398 -3.800 -2.564 0.00
C 5.030 -4.314 -1.329 0.00
C 3.732 -4.144 -0.857 0.00
H -1.671 -3.228 -2.759 0.00
H -2.803 -4.939 -4.119 0.00
H -1.764 -7.170 -4.447 0.00
H 0.425 -7.664 -3.387 0.00
H 1.539 -5.963 -2.006 0.00
H -0.594 -5.643 0.163 0.00
H -0.591 -6.724 2.371 0.00
H 0.861 -5.859 4.186 0.00
H 2.257 -3.840 3.769 0.00
H 2.195 -2.723 1.593 0.00
H 2.444 -2.396 -3.429 0.02
H 4.726 -2.701 -4.284 0.00
H 6.410 -3.927 -2.934 0.00
H 5.755 -4.852 -0.727 0.00
H 3.474 -4.562 0.111 0.00

=====

19
Properties=species:S:1:pos:R:3:nbo_charge:R:1 method="wB97M-V/def2-TZVPD" total_charge=+1 de_lowest_kj_mol=161.85 lumo_energy_ev=-4.554 orbital_gap_ev=8.2 spin_multiplicity=1
C -0.623 -1.523 1.025 0.03
C 1.274 -2.513 0.963 0.23
C 0.097 -0.891 0.005 -0.07
C -0.177 0.158 -0.919 0.22
N 0.067 -2.535 1.520 -0.42
N 0.561 1.962 0.618 -0.32
N 1.642 1.357 0.603 -0.30
N 1.304 -1.587 -0.038 -0.48
N -1.475 0.557 -0.991 -0.31
N -1.917 1.642 -1.770 -0.65
H -1.561 -1.100 1.354 0.21
H 2.012 -3.205 1.287 0.24
H 0.541 0.671 -1.611 0.26
H 0.374 2.667 1.495 0.33
H 2.111 -1.328 -0.647 0.45
H -2.141 -0.128 -0.616 0.42
H -1.474 2.526 -1.587 0.41
H 2.268 1.670 1.356 0.33
H -2.883 1.601 -2.048 0.41